Entry 1:
ORCA calculation (wB97M-V/def2-TZVPD) on a structure of composition C45H44N11O3PSm in a non-equilibrium geometry.

Results
Lowest unoccupied orbital energy (spin up / spin down) in eV: -9.429 / -7.930
Multiplicity: 6
Electronic energy in Eh: -3567.73759
Gap between HOMO and LUMO (spin up / spin down) in eV: 4.41 / 5.90
Molar mass in g mol⁻¹: 968.255
<S²>: 8.76
Energy relative to the best compared isomer or geometry (same formula, charge and spin) in kcal/mol: 33.7
Charge: +3

Each line ends with the Löwdin charge.
Positions of all 105 atoms, in Å:
Sm  0.047  -1.274  0.344  1.702
C  1.538  -1.603  -2.298  -0.102
C  2.960  -2.023  -1.994  -0.324
C  3.955  -0.813  -2.163  -0.014
C  2.976  -2.574  -0.540  -0.280
C  4.349  -3.107  -0.039  0.014
O  4.654  -2.118  1.067  0.009
C  3.485  -1.375  1.319  -0.264
N  2.581  -1.511  0.420  0.000
C  3.549  -0.537  2.519  -0.128
C  4.808  0.055  2.880  0.027
C  5.072  0.675  4.115  -0.010
C  4.068  0.690  5.075  -0.018
C  2.817  0.160  4.759  -0.078
C  2.553  -0.421  3.507  -0.333
P  0.824  -0.895  3.209  0.987
C  0.633  -2.466  4.123  -0.334
C  1.698  -3.034  4.812  -0.078
C  1.678  -4.292  5.409  -0.044
C  0.515  -5.026  5.477  -0.034
C  -0.610  -4.570  4.739  -0.075
C  -0.570  -3.304  4.124  -0.121
C  -0.175  0.373  4.002  -0.402
C  0.253  1.721  3.962  -0.108
C  -0.518  2.680  4.614  -0.058
C  -1.631  2.293  5.339  -0.052
C  -2.046  0.951  5.373  -0.046
C  -1.402  -0.058  4.611  -0.058
H  1.432  -1.218  -3.284  0.102
H  1.328  -0.682  -1.737  0.014
H  0.691  -2.322  -2.080  0.072
H  3.167  -2.898  -2.640  0.162
H  4.984  -1.034  -1.808  0.098
H  3.588  0.110  -1.715  0.060
H  4.052  -0.513  -3.212  0.096
H  2.130  -3.291  -0.417  0.111
H  5.218  -2.999  -0.706  0.142
H  4.254  -4.080  0.391  0.122
H  5.544  0.009  2.098  0.119
H  6.088  1.012  4.328  0.131
H  4.112  1.284  5.996  0.135
H  1.991  0.409  5.434  0.126
H  2.626  -2.498  4.808  0.094
H  2.562  -4.667  5.864  0.113
H  0.388  -5.903  6.084  0.118
H  -1.576  -5.073  4.783  0.119
H  -1.427  -3.016  3.502  0.093
H  1.157  1.993  3.443  0.105
H  -0.282  3.744  4.605  0.123
H  -2.196  2.997  5.915  0.114
H  -2.976  0.717  5.928  0.126
H  -1.836  -1.082  4.588  0.100
C  -4.994  -0.672  -2.646  -0.085
N  -3.716  -1.090  -2.135  -0.057
C  -2.811  -0.541  -1.277  -0.080
N  -1.847  -1.436  -1.051  -0.123
C  -2.305  -2.594  -1.613  -0.176
N  -3.373  -2.378  -2.328  0.159
C  -5.019  0.153  -3.859  -0.201
C  -5.884  -0.161  -4.894  -0.014
C  -5.847  0.606  -6.040  -0.050
C  -5.029  1.669  -6.163  -0.009
C  -4.208  2.034  -5.125  -0.151
C  -4.178  1.287  -3.974  0.032
C  -3.304  3.167  -5.217  -0.232
N  -3.022  3.869  -6.292  0.129
N  -2.004  4.723  -5.919  0.114
C  -1.850  4.689  -4.588  -0.220
O  -2.555  3.548  -4.067  0.062
C  -0.946  5.363  -3.754  -0.177
C  -0.287  6.441  -4.349  0.047
C  0.838  6.960  -3.624  0.006
C  1.288  6.336  -2.437  -0.027
C  0.669  5.196  -1.967  -0.218
C  1.213  4.498  -0.766  -0.059
N  0.558  3.173  -0.482  -0.048
C  0.918  1.899  -0.561  -0.114
N  -0.059  1.111  -0.112  -0.104
C  -1.050  1.985  0.297  -0.197
N  -0.722  3.238  0.122  0.165
C  -0.556  4.773  -2.562  0.041
H  -5.475  -0.117  -1.815  0.161
H  -5.509  -1.585  -2.868  0.130
H  -2.825  0.484  -0.958  0.116
H  -1.793  -3.555  -1.528  0.112
H  -6.622  -0.953  -4.781  0.130
H  -6.484  0.245  -6.899  0.149
H  -5.134  2.175  -7.077  0.122
H  -3.487  1.595  -3.176  0.114
H  -0.599  6.806  -5.289  0.113
H  1.306  7.834  -3.944  0.093
H  2.201  6.689  -1.860  0.146
H  1.121  5.108  0.192  0.164
H  2.292  4.358  -0.913  0.137
H  1.855  1.501  -0.982  0.141
H  -1.986  1.737  0.790  0.131
H  -1.158  4.004  -2.087  0.100
N  -0.390  -5.605  1.307  0.200
C  -0.091  -4.972  0.153  -0.558
N  0.038  -5.749  -0.943  0.206
O  -0.048  -3.668  0.151  -0.250
H  -0.548  -6.635  1.392  0.162
H  -0.249  -5.022  2.165  0.110
H  0.227  -6.774  -0.785  0.169
H  0.367  -5.343  -1.796  0.118


Entry 2:
ORCA calculation (wB97M-V/def2-TZVPD) on an isolated molecule of C9H5NS in a non-equilibrium geometry.

Results
Lowest unoccupied orbital energy in eV: -0.447
Multiplicity: 1
Electronic energy in Eh: -798.84927
Gap between HOMO and LUMO in eV: 8.24
Molar mass in g mol⁻¹: 159.213
Energy relative to the best compared isomer or geometry (same formula, charge and spin) in kcal/mol: 29.2
SMILES: N#Cc1cc2ccccc2s1

Each line ends with the Löwdin charge.
Positions of all 16 atoms, in Å:
N  -1.574  3.999  3.294  0.155
C  -1.318  2.980  2.721  -0.240
C  -0.689  1.987  1.964  -0.552
C  -1.218  0.666  2.033  0.008
C  -0.538  -0.160  1.017  -0.257
C  -0.831  -1.476  0.746  -0.035
C  0.014  -2.375  0.045  -0.061
C  1.188  -1.802  -0.491  -0.054
C  1.482  -0.371  -0.261  -0.061
C  0.609  0.458  0.458  -0.473
S  0.698  2.137  0.949  1.079
H  -2.155  0.415  2.477  0.114
H  -1.561  -1.937  1.276  0.077
H  -0.068  -3.412  0.074  0.080
H  1.786  -2.488  -1.166  0.116
H  2.377  0.160  -0.633  0.105


Entry 3:
ORCA calculation (wB97M-V/def2-TZVPD) on an isolated molecule of C6H5N in a non-equilibrium geometry.

Results
Lowest unoccupied orbital energy in eV: 1.081
Multiplicity: 1
Electronic energy in Eh: -286.19641
Gap between HOMO and LUMO in eV: 10.59
Molar mass in g mol⁻¹: 91.113
Energy relative to the best compared isomer or geometry (same formula, charge and spin) in kcal/mol: 92.1
SMILES: C#C[C@@H]1N[C@@H]1C#C

Each line ends with the Löwdin charge.
Positions of all 12 atoms, in Å:
C  -1.965  0.881  0.939  0.128
C  -1.213  0.214  0.277  -0.109
C  -0.557  -0.892  -0.405  -0.295
N  0.476  -1.657  0.300  0.082
C  0.854  -0.805  -0.834  -0.282
C  1.376  0.521  -0.537  -0.095
C  1.393  1.660  -0.135  0.121
H  -2.596  1.446  1.587  0.029
H  -1.308  -1.485  -0.912  0.139
H  0.711  -1.219  1.191  0.111
H  1.230  -1.302  -1.724  0.135
H  1.599  2.637  0.254  0.036


Entry 4:
ORCA calculation (wB97M-V/def2-TZVPD) on a cluster of 10 separate species, C40H60O30 in total in a non-equilibrium geometry.

Results
Lowest unoccupied orbital energy in eV: -0.193
Multiplicity: 1
Electronic energy in Eh: -3816.85315
Gap between HOMO and LUMO in eV: 9.28
Molar mass in g mol⁻¹: 1020.890
Energy relative to the best compared isomer or geometry (same formula, charge and spin) in kcal/mol: 458.6
SMILES: C[C@H]1COC(=O)O1.C[C@H]1COC(=O)O1.C[C@H]1COC(=O)O1.C[C@H]1COC(=O)O1.C[C@H]1COC(=O)O1.C[C@H]1COC(=O)O1.C[C@H]1COC(=O)O1.C[C@H]1COC(=O)O1.C[C@H]1COC(=O)O1.C[C@H]1COC(=O)O1

Each line ends with the Löwdin charge.
Positions of all 130 atoms, in Å:
C  -6.490  -3.663  2.893  -0.055
C  -5.277  -2.906  3.159  -0.366
C  -4.830  -2.030  1.936  -0.075
O  -4.876  -0.758  2.458  0.155
C  -5.083  -0.764  3.698  -0.636
O  -5.017  0.230  4.383  0.145
O  -5.320  -1.969  4.186  0.133
H  -7.337  -2.924  2.853  0.094
H  -6.758  -3.964  4.024  0.134
H  -6.677  -4.468  2.025  0.144
H  -4.351  -3.695  3.254  0.172
H  -5.365  -2.134  1.291  -0.019
H  -3.915  -2.372  1.298  0.151
C  -3.277  -5.782  1.595  0.023
C  -1.923  -5.420  2.311  -0.248
C  -0.797  -4.910  1.408  -0.080
O  -0.549  -3.599  1.777  0.101
C  -1.289  -3.380  2.824  -0.664
O  -1.265  -2.341  3.475  0.125
O  -2.011  -4.335  3.166  0.135
H  -3.171  -6.539  0.761  0.114
H  -3.655  -4.801  1.131  0.092
H  -3.894  -6.007  2.380  0.037
H  -1.527  -6.175  2.921  0.140
H  -0.739  -4.738  0.436  0.093
H  0.080  -5.443  1.602  0.122
C  0.152  1.827  4.601  0.009
C  1.152  2.861  4.064  -0.284
C  0.640  3.795  3.019  -0.069
O  0.175  4.787  3.857  0.138
C  0.782  4.801  4.920  -0.620
O  0.728  5.695  5.878  0.022
O  1.419  3.696  5.185  0.110
H  -0.132  1.013  3.940  0.079
H  -0.803  2.389  4.935  0.147
H  0.656  1.487  5.292  -0.018
H  2.253  2.254  3.877  0.205
H  -0.072  3.703  2.367  0.095
H  1.534  4.266  2.641  0.137
C  -1.781  0.329  0.849  0.055
C  -0.226  0.147  0.405  -0.253
C  0.170  -1.167  -0.147  -0.104
O  0.476  -0.802  -1.459  0.066
C  0.312  0.481  -1.717  -0.635
O  0.518  0.944  -2.801  0.166
O  0.010  1.087  -0.620  0.102
H  -2.476  -0.240  0.096  0.103
H  -2.128  1.348  0.887  0.077
H  -1.799  -0.014  1.788  0.018
H  0.443  0.352  1.357  0.177
H  -0.772  -1.784  -0.110  0.130
H  0.698  -1.503  0.664  0.107
C  3.436  6.070  -0.901  0.035
C  3.626  4.535  -1.175  -0.277
C  2.487  3.877  -1.785  -0.078
O  3.166  3.184  -2.804  0.106
C  4.460  3.486  -2.813  -0.640
O  5.285  2.881  -3.520  0.096
O  4.750  4.390  -2.019  0.177
H  2.523  6.055  -0.314  0.090
H  3.438  6.500  -1.808  0.041
H  4.201  6.703  -0.373  0.110
H  3.825  3.987  -0.269  0.135
H  1.985  4.452  -2.218  0.019
H  1.976  3.177  -1.075  0.165
C  -1.637  5.863  -4.178  -0.018
C  -0.920  4.541  -3.862  -0.150
C  -1.625  3.684  -2.686  -0.024
O  -1.964  2.483  -3.307  0.014
C  -1.895  2.582  -4.606  -0.556
O  -2.190  1.615  -5.441  0.035
O  -1.318  3.659  -5.020  0.104
H  -2.790  5.855  -4.435  0.149
H  -1.248  6.360  -4.875  -0.007
H  -1.604  6.518  -3.344  0.079
H  0.094  4.771  -3.935  0.121
H  -2.598  4.106  -2.860  0.130
H  -1.062  3.582  -1.827  0.111
C  3.923  -0.421  -2.106  0.025
C  4.267  -0.209  -0.654  -0.351
C  5.402  0.653  -0.311  -0.188
O  5.008  1.528  0.623  0.125
C  3.670  1.479  0.692  -0.544
O  2.985  2.233  1.296  0.166
O  3.176  0.512  -0.120  0.102
H  3.155  -1.260  -2.131  0.106
H  4.708  -0.863  -2.552  0.040
H  3.634  0.599  -2.653  0.151
H  4.483  -1.072  -0.143  0.111
H  5.832  1.170  -1.299  0.178
H  6.294  0.007  -0.249  0.146
C  6.480  -0.915  4.742  0.008
C  5.474  -0.732  3.530  -0.405
C  5.061  -1.941  2.890  -0.080
O  3.631  -1.819  2.956  0.068
C  3.282  -0.663  3.526  -0.555
O  2.157  -0.295  3.658  0.170
O  4.387  -0.060  3.984  0.119
H  7.592  -0.880  4.515  0.103
H  6.152  -1.787  5.383  0.099
H  6.317  -0.128  5.462  0.068
H  5.942  -0.036  2.921  0.123
H  5.154  -2.939  3.391  0.163
H  5.405  -1.737  1.771  0.164
C  0.637  -2.442  -3.892  -0.025
C  0.098  -3.694  -4.407  -0.416
C  -1.021  -4.316  -3.556  0.031
O  -2.182  -4.316  -4.545  0.164
C  -1.862  -3.875  -5.600  -0.677
O  -2.540  -3.770  -6.589  0.146
O  -0.522  -3.450  -5.574  0.081
H  1.160  -2.684  -3.035  0.046
H  -0.180  -1.774  -3.611  0.082
H  1.469  -1.952  -4.488  0.133
H  0.910  -4.493  -4.508  0.171
H  -1.424  -4.014  -2.599  0.101
H  -0.611  -5.335  -3.231  0.145
C  -4.451  1.063  -1.905  -0.023
C  -4.226  -0.397  -2.384  -0.307
C  -2.900  -0.704  -3.130  -0.066
O  -2.325  -1.738  -2.326  0.005
C  -3.202  -2.093  -1.356  -0.588
O  -3.067  -3.044  -0.678  0.137
O  -4.403  -1.425  -1.394  0.082
H  -5.336  0.942  -1.235  0.091
H  -4.744  1.724  -2.800  0.126
H  -3.704  1.222  -1.134  0.056
H  -5.073  -0.573  -3.290  0.202
H  -2.195  0.164  -3.198  0.114
H  -2.877  -1.281  -4.169  0.183


Entry 5:
ORCA calculation (wB97M-V/def2-TZVPD) on a structure of composition C27H39BF4N3NaO6S2 in a non-equilibrium geometry.

Results
Lowest unoccupied orbital energy in eV: 3.393
Multiplicity: 1
Electronic energy in Eh: -3051.16503
Gap between HOMO and LUMO in eV: 2.82
Molar mass in g mol⁻¹: 675.552
Energy relative to the best compared isomer or geometry (same formula, charge and spin) in kcal/mol: 63.0
Charge: -2

Each line ends with the Löwdin charge.
Positions of all 83 atoms, in Å:
Na  1.173  1.188  -1.320  0.416
O  0.942  2.862  -0.088  -0.206
C  2.178  3.649  -0.184  -0.179
C  2.866  3.792  1.237  -0.175
N  2.682  2.622  2.094  -0.158
C  2.109  2.999  3.436  -0.076
C  0.574  3.088  3.323  -0.557
O  -0.240  2.500  4.091  -0.057
O  0.162  3.748  2.252  -0.120
C  3.714  1.645  2.064  -0.107
C  3.021  0.263  2.403  -0.501
O  2.767  0.220  3.689  0.027
O  2.764  -0.551  1.535  0.057
H  0.507  3.025  0.865  0.087
H  2.928  3.186  -0.878  0.093
H  1.895  4.622  -0.585  0.102
H  3.915  4.029  0.987  0.107
H  2.434  4.717  1.639  0.102
H  2.469  2.281  4.189  0.106
H  2.401  4.029  3.728  0.112
H  4.203  1.614  1.009  0.149
H  4.505  1.931  2.823  0.120
F  4.489  1.730  -1.854  0.147
B  3.604  1.104  -2.679  -1.167
F  2.660  2.246  -2.958  -0.013
F  2.839  0.053  -1.972  0.027
F  4.127  0.716  -3.856  0.176
C  0.055  -2.025  7.747  -0.145
C  0.958  -1.344  6.686  -0.260
C  0.115  -0.624  5.635  -0.255
C  0.442  -0.973  4.214  -0.309
N  -0.309  -0.261  3.308  0.003
C  -0.551  -0.697  2.040  -0.865
S  -1.707  0.102  1.095  0.481
N  0.203  -1.757  1.608  -0.003
C  -0.499  -2.688  0.692  -0.233
C  0.207  -4.062  0.558  -0.176
C  -0.475  -5.005  -0.506  -0.282
C  -1.670  -5.885  -0.115  -0.134
H  -0.581  -2.748  7.237  0.065
H  -0.541  -1.333  8.375  0.070
H  0.653  -2.516  8.471  0.027
H  1.504  -2.145  6.187  0.090
H  1.652  -0.723  7.247  0.090
H  0.095  0.463  5.786  0.102
H  -0.886  -0.962  5.809  0.073
H  0.678  -2.035  4.009  0.082
H  2.047  -0.507  3.897  0.066
H  -0.341  0.762  3.516  0.097
H  1.165  -1.685  1.580  0.056
H  -0.610  -2.274  -0.289  0.075
H  -1.494  -2.765  1.044  0.079
H  0.112  -4.576  1.561  0.112
H  1.286  -4.002  0.377  0.101
H  0.207  -5.737  -1.018  0.098
H  -0.745  -4.329  -1.334  0.092
H  -2.375  -5.271  0.499  0.080
H  -1.260  -6.676  0.565  0.074
H  -2.093  -6.304  -0.989  0.039
O  -0.616  0.399  -2.935  -0.495
S  -0.933  0.112  -4.411  1.070
C  -1.490  1.744  -5.145  -0.293
C  -0.839  2.906  -4.672  -0.051
C  -1.090  4.114  -5.296  -0.084
C  -1.823  4.164  -6.481  -0.097
C  -2.471  3.000  -6.952  -0.098
C  -2.417  1.803  -6.210  -0.080
C  -2.512  -0.713  -4.466  -0.428
C  -2.945  -1.432  -5.543  -0.130
C  -4.137  -2.148  -5.552  -0.084
C  -4.788  -2.297  -4.323  -0.092
C  -4.380  -1.576  -3.193  -0.049
C  -3.241  -0.757  -3.311  -0.053
H  -0.127  2.797  -3.881  0.102
H  -0.629  5.011  -4.873  0.113
H  -2.058  5.128  -7.033  0.114
H  -3.091  2.936  -7.855  0.097
H  -2.958  0.942  -6.589  0.088
H  -2.282  -1.519  -6.425  0.121
H  -4.510  -2.607  -6.441  0.088
H  -5.667  -2.956  -4.185  0.104
H  -4.964  -1.638  -2.282  0.108
H  -2.962  -0.135  -2.428  0.131


Entry 6:
ORCA calculation (wB97M-V/def2-TZVPD) on a cluster of 2 separate species, C8H11NS in total in a non-equilibrium geometry.

Results
Lowest unoccupied orbital energy (spin up / spin down) in eV: -0.001 / 0.001
Multiplicity: 1
Electronic energy in Eh: -764.20221
Gap between HOMO and LUMO (spin up / spin down) in eV: 8.31 / 8.31
Molar mass in g mol⁻¹: 153.250
Energy relative to the best compared isomer or geometry (same formula, charge and spin) in kcal/mol: 92.3

Each line ends with the Löwdin charge.
Positions of all 21 atoms, in Å:
C  3.221  0.590  0.072  -0.132
C  2.852  -0.208  -0.994  -0.055
C  2.385  1.324  0.869  -0.059
C  1.458  -0.252  -1.330  -0.040
C  0.971  1.272  0.560  -0.083
C  0.649  0.423  -0.440  -0.022
C  -1.807  -0.814  1.217  -0.165
C  -1.947  -0.755  -0.255  -0.501
N  -1.536  0.377  -0.919  -0.426
S  -2.327  1.845  -0.500  0.695
H  4.227  0.595  0.330  0.081
H  3.570  -0.819  -1.515  0.103
H  2.704  1.793  1.851  0.130
H  1.165  -0.943  -2.064  0.092
H  0.337  1.603  1.352  0.094
H  -2.200  0.086  1.809  0.077
H  -2.331  -1.650  1.676  0.055
H  -0.765  -1.066  1.690  0.101
H  -1.309  -1.538  -0.581  0.091
H  -3.060  -0.931  -0.421  0.132
H  -2.899  2.251  -1.650  -0.163